Density functional theory data (the ωB97M-V functional and the def2-TZVPD basis) for one molecule with the formula C3H2FNO in a non-equilibrium geometry.

Calculated values
E_LUMO, eV: -0.94
Orbital gap, eV: 10.3
ΔE to the lowest compared entry with this formula, charge and spin, kcal per mole: 45.7
Maximum force, eV Å⁻¹: 7.45

Cartesian coordinates (Å):
F 1.40 -1.26 -0.14
O -0.96 1.52 -0.14
N -2.52 -1.31 -0.14
C 1.16 0.01 -0.04
C -1.51 -0.69 0.12
C -0.41 0.37 -0.02
H 1.38 0.46 1.04
H 1.46 0.90 -0.69

Density functional theory data (the ωB97M-V functional and the def2-TZVPD basis) for a 2-piece molecular cluster, C3H2FNO2S2 overall in a non-equilibrium geometry.

Calculated values
E_LUMO (alpha / beta), eV: -2.08 / -3.79
Orbital gap (alpha / beta), eV: 7.9 / 6.4
ΔE to the lowest compared entry with this formula, charge and spin, kcal per mole: 5.8
Maximum force, eV Å⁻¹: 2.56

Cartesian coordinates (Å):
S -1.98 -0.59 0.48
S 0.88 1.97 -2.03
F 0.54 3.54 -1.36
O 0.34 1.95 -3.36
O 2.29 1.81 -1.73
N -0.27 -1.96 1.75
C -1.54 -1.77 1.62
C -0.28 -0.36 0.24
C 0.49 -1.20 0.94
H 1.57 -1.07 1.04
H -2.04 -2.34 2.41

Density functional theory data (the ωB97M-V functional and the def2-TZVPD basis) for a 3-piece molecular cluster, C3H2FNOS overall in a non-equilibrium geometry.

Calculated values
E_LUMO (alpha / beta), eV: -0.99 / -1.01
Orbital gap (alpha / beta), eV: 7.8 / 7.8
ΔE to the lowest compared entry with this formula, charge and spin, kcal per mole: 130.0
Maximum force, eV Å⁻¹: 10.63

Cartesian coordinates (Å):
S 0.03 2.64 -2.30
F 4.10 -0.79 -0.86
O 0.53 2.23 -3.58
N 1.49 0.55 0.74
C 2.99 -1.18 -1.23
C 1.79 -1.55 -1.52
C 1.71 0.30 1.84
H 1.87 0.16 2.98
H 0.93 -1.96 -2.00

Density functional theory data (the ωB97M-V functional and the def2-TZVPD basis) for one molecule with the formula C3H2FNOS2 in a non-equilibrium geometry.

Calculated values
E_LUMO, eV: 0.16
Orbital gap, eV: 9.1
ΔE to the lowest compared entry with this formula, charge and spin, kcal per mole: 30.4
Maximum force, eV Å⁻¹: 3.88

Cartesian coordinates (Å):
S -1.14 2.10 -0.06
S -1.76 -1.79 0.02
F 3.05 -0.43 0.13
O 1.27 0.89 -0.07
N 0.82 -1.27 -0.10
C -0.11 0.73 -0.11
C 1.69 -0.34 -0.03
C -0.46 -0.60 -0.01
H -0.87 2.80 1.24
H -2.87 -0.83 0.48

Density functional theory data (the ωB97M-V functional and the def2-TZVPD basis) for a 2-piece molecular cluster, C3H2FNOS2 overall in a non-equilibrium geometry.

Calculated values
E_LUMO, eV: -0.61
Orbital gap, eV: 8.6
ΔE to the lowest compared entry with this formula, charge and spin, kcal per mole: 117.5
Maximum force, eV Å⁻¹: 1.48

Cartesian coordinates (Å):
S -2.38 3.27 -1.41
S -0.98 1.63 -1.59
F -2.56 2.68 1.86
O 0.88 0.23 1.32
N -1.75 1.90 1.02
C -1.76 2.22 -0.19
C 0.37 -0.46 -1.01
C 0.63 -0.20 0.14
H 0.09 0.36 1.86
H 0.29 -0.94 -1.94

Density functional theory data (the ωB97M-V functional and the def2-TZVPD basis) for C3H2FO2Yb as an isolated structure in a non-equilibrium geometry.

Calculated values
Spin multiplicity: 2
E_LUMO (alpha / beta), eV: -0.20 / -0.81
Orbital gap (alpha / beta), eV: 6.1 / 6.0
ΔE to the lowest compared entry with this formula, charge and spin, kcal per mole: 20.6
<S²>: 0.75
Maximum force, eV Å⁻¹: 4.64

Cartesian coordinates (Å):
Yb 2.17 0.88 0.41
F -1.05 1.42 0.05
O -1.37 -1.88 0.04
O 0.65 -0.81 -0.01
C -2.70 -0.41 0.00
C -1.49 0.20 -0.37
C -0.58 -0.91 -0.33
H -3.32 -0.85 -0.79
H -3.18 -0.17 0.96